Computed, not measured: C32H40CaFN8OPSSi as an isolated structure, with ωB97M-V/def2-TZVPD.

Positions of all 86 atoms, in Å:
1 Ca -0.246 -0.843 0.261
2 C 2.455 -2.984 -1.193
3 C 1.525 -2.484 -2.264
4 C 1.467 -3.116 -3.503
5 C 0.622 -2.621 -4.472
6 C -0.144 -1.503 -4.194
7 C -0.057 -0.936 -2.941
8 N 0.764 -1.412 -1.988
9 C -0.841 0.300 -2.584
10 C -1.816 0.826 -3.414
11 C -2.514 1.938 -2.987
12 C -2.202 2.531 -1.774
13 C -1.179 1.979 -1.025
14 N -0.529 0.877 -1.420
15 C -0.717 2.574 0.274
16 C -0.876 3.922 0.531
17 C -0.391 4.427 1.727
18 C 0.259 3.578 2.601
19 C 0.402 2.232 2.269
20 C 1.206 1.302 3.137
21 N -0.110 1.739 1.135
22 H 2.983 -3.877 -1.523
23 H 1.904 -3.214 -0.277
24 H 3.190 -2.217 -0.942
25 H 2.086 -3.985 -3.691
26 H 0.564 -3.092 -5.446
27 H -0.800 -1.094 -4.949
28 H -2.072 0.348 -4.347
29 H -3.313 2.340 -3.596
30 H -2.753 3.389 -1.415
31 H -1.346 4.572 -0.195
32 H -0.496 5.482 1.959
33 H 0.677 3.945 3.530
34 H 1.156 1.601 4.184
35 H 2.257 1.319 2.836
36 H 0.859 0.271 3.043
37 C -0.590 -3.702 4.130
38 Si -0.073 -3.765 2.332
39 C -1.611 -3.988 1.299
40 C 0.975 -5.287 2.085
41 N 0.700 -2.334 1.793
42 C 1.967 -1.960 2.189
43 C 2.725 -2.509 3.253
44 C 4.014 -2.089 3.559
45 C 4.640 -1.087 2.829
46 C 3.934 -0.497 1.785
47 C 2.662 -0.930 1.521
48 F 1.981 -0.279 0.502
49 H -1.448 -4.364 4.304
50 H -0.885 -2.681 4.409
51 H 0.213 -4.010 4.810
52 H -2.212 -4.817 1.696
53 H -1.353 -4.222 0.258
54 H -2.245 -3.093 1.281
55 H 0.494 -6.160 2.545
56 H 1.979 -5.188 2.513
57 H 1.085 -5.490 1.012
58 H 2.264 -3.289 3.854
59 H 4.538 -2.557 4.386
60 H 5.648 -0.766 3.061
61 H 4.356 0.301 1.185
62 O -4.399 -0.951 -0.174
63 S -3.454 -1.428 -1.195
64 N -2.015 -1.527 -0.933
65 C -4.119 -0.506 5.124
66 N -4.720 -0.932 3.864
67 C -5.449 0.196 3.275
68 N -4.635 1.409 3.107
69 C -4.041 1.751 4.397
70 N -3.256 0.673 5.002
71 C -2.058 0.386 4.199
72 P -2.424 -0.175 2.451
73 C -3.702 -1.446 2.936
74 C -3.604 1.218 2.074
75 H -3.536 -1.331 5.536
76 H -4.920 -0.264 5.823
77 H -6.285 0.440 3.932
78 H -5.837 -0.105 2.302
79 H -4.847 2.006 5.087
80 H -3.402 2.628 4.272
81 H -1.458 -0.376 4.701
82 H -1.460 1.291 4.157
83 H -3.190 -2.293 3.396
84 H -4.179 -1.795 2.024
85 H -4.075 1.003 1.117
86 H -3.027 2.141 1.973

As for the HOMO energy: -7.00 eV. Its HOMO-LUMO gap is 6.63 eV. The energy relative to the best compared isomer or geometry (same formula, charge and spin) comes out at 31.31 kJ/mol.

Atomic charges from the Mulliken analysis, expressed in e, are listed below: atom 1 (Ca): 2.26, atom 2 (C): -1.01, atom 3 (C): 0.69, atom 4 (C): -0.94, atom 5 (C): -0.74, atom 6 (C): -0.93, atom 7 (C): 0.77, atom 8 (N): 0.38, atom 9 (C): 0.64, atom 10 (C): -0.80, atom 11 (C): -1.04, atom 12 (C): -0.93, atom 13 (C): 0.90, atom 14 (N): 0.01, atom 15 (C): 0.09, atom 16 (C): -0.86, atom 17 (C): -0.81, atom 18 (C): -0.96, atom 19 (C): 0.43, atom 20 (C): -1.07, atom 21 (N): 0.78, atom 22 (H): 0.49, atom 23 (H): -0.11, atom 24 (H): 0.19, atom 25 (H): 0.41, atom 26 (H): 0.43, atom 27 (H): 0.32, atom 28 (H): 0.36, atom 29 (H): 0.40, atom 30 (H): 0.43, atom 31 (H): 0.46, atom 32 (H): 0.43, atom 33 (H): 0.54, atom 34 (H): 0.56, atom 35 (H): 0.44, atom 36 (H): -0.17, atom 37 (C): -0.83, atom 38 (Si): -0.06, atom 39 (C): -0.69, atom 40 (C): -1.27, atom 41 (N): 0.49, atom 42 (C): 0.69, atom 43 (C): -0.72, atom 44 (C): -0.95, atom 45 (C): -0.73, atom 46 (C): -0.48, atom 47 (C): -0.12, atom 48 (F): -0.35, atom 49 (H): 0.36, atom 50 (H): 0.02, atom 51 (H): 0.45, atom 52 (H): 0.35, atom 53 (H): 0.28, atom 54 (H): -0.11, atom 55 (H): 0.42, atom 56 (H): 0.39, atom 57 (H): 0.29, atom 58 (H): 0.28, atom 59 (H): 0.40, atom 60 (H): 0.40, atom 61 (H): 0.46, atom 62 (O): -0.50, atom 63 (S): -0.09, atom 64 (N): -0.54, atom 65 (C): -0.99, atom 66 (N): 0.13, atom 67 (C): -0.93, atom 68 (N): 0.14, atom 69 (C): -1.02, atom 70 (N): 0.17, atom 71 (C): -1.72, atom 72 (P): 2.39, atom 73 (C): -1.48, atom 74 (C): -1.42, atom 75 (H): 0.43, atom 76 (H): 0.30, atom 77 (H): 0.30, atom 78 (H): 0.48, atom 79 (H): 0.30, atom 80 (H): 0.38, atom 81 (H): 0.31, atom 82 (H): 0.57, atom 83 (H): 0.45, atom 84 (H): 0.46, atom 85 (H): 0.40, atom 86 (H): 0.52